DFT (ωB97M-V/def2-TZVPD) results for 2 unconnected molecules or ions with the total composition C2H6OS at a distorted geometry.

Geometry as XYZ:
```
10
Properties=species:S:1:pos:R:3:forces:R:3:nbo_charge:R:1
C 2.952 1.950 0.166 -0.02 -0.70 -0.61 -0.743
S 4.173 2.776 1.204 0.00 0.51 0.04 -0.038
H 2.879 0.952 0.574 -0.25 -0.32 -0.11 0.225
H 3.273 1.858 -0.879 0.11 0.13 0.34 0.215
H 1.948 2.369 0.152 0.18 0.38 0.38 0.221
H 4.565 1.693 1.884 -0.03 0.00 -0.03 0.120
O -3.964 -3.567 -0.766 0.30 0.35 -0.97 -0.489
C -4.956 -2.894 -0.823 -0.25 -0.41 1.74 0.274
H -5.191 -2.067 -1.513 0.38 -0.24 -0.36 0.115
H -5.679 -3.070 0.001 -0.42 0.30 -0.40 0.100
```
Forces are in eV/Å.

Calculated values
Lowest unoccupied orbital energy in eV: 0.86
Relative energy (zero: lowest compared OMol25 entry of this formula, charge and spin) in kJ/mol: 76.38
Calculated total energy in eV: -15052.6402
Max |F| in hartree/bohr: 0.035
2S+1: 1
Frontier orbital gap in eV: 9.94